(1)
{
  "formula": "H20NO8",
  "method": "wB97M-V/def2-TZVPD",
  "elements": ["N", "H", "H", "H", "H", "O", "H", "H", "O", "H", "H", "O", "H", "H", "O", "H", "H", "O", "H", "H", "O", "H", "H", "O", "H", "H", "O", "H", "H"],
  "positions_angstrom": [[-1.112, -0.462, 0.130], [-0.728, -0.047, 0.960], [-1.325, -1.383, 0.261], [-0.300, -0.457, -0.490], [-1.815, 0.102, -0.253], [1.358, -0.303, 1.991], [1.259, -0.441, 2.931], [1.297, -1.148, 1.581], [-2.990, 1.915, 1.219], [-2.658, 2.744, 1.615], [-3.877, 1.878, 1.531], [1.160, -2.529, 0.028], [0.702, -3.305, 0.414], [1.691, -2.827, -0.711], [0.254, 2.245, -0.295], [1.027, 1.722, -0.337], [0.160, 2.466, 0.658], [2.678, 0.985, -1.322], [2.245, 0.222, -1.741], [2.608, 1.703, -2.013], [-1.601, 1.769, -2.319], [-0.802, 1.956, -1.797], [-2.148, 2.476, -1.953], [-0.489, -2.403, 2.628], [0.393, -2.453, 3.016], [-1.081, -1.842, 3.124], [1.079, -0.689, -2.737], [1.571, -0.314, -3.477], [1.431, -1.576, -2.652]],
  "mulliken_charge": [-0.1504, 0.3366, 0.3642, 0.0332, 0.3679, -0.5808, 0.3107, 0.3108, -0.5740, 0.3104, 0.2876, -0.5670, 0.3041, 0.2558, -0.6002, 0.3320, 0.2993, -0.7214, 0.4258, 0.3209, -0.6347, 0.3286, 0.3182, -0.6107, 0.2927, 0.3078, -0.6759, 0.3301, 0.2783],
  "lumo_energy_ev": -3.18,
  "homo_ev": -13.976,
  "gap_ev": 10.7957,
  "e_above_lowest_kcal_mol": 25.8,
  "charge": 1
}

(2)
{
  "formula": "C25H52O21SSi",
  "method": "wB97M-V/def2-TZVPD",
  "elements": ["C", "Si", "C", "C", "C", "C", "C", "O", "S", "O", "O", "C", "H", "H", "H", "H", "H", "H", "H", "H", "H", "H", "H", "H", "H", "H", "H", "H", "C", "O", "C", "O", "O", "C", "H", "H", "H", "H", "H", "H", "C", "O", "C", "O", "O", "C", "H", "H", "H", "H", "H", "H", "C", "O", "C", "O", "O", "C", "H", "H", "H", "H", "H", "H", "C", "O", "C", "O", "O", "C", "H", "H", "H", "H", "H", "H", "C", "O", "C", "O", "O", "C", "H", "H", "H", "H", "H", "H", "C", "O", "C", "O", "O", "C", "H", "H", "H", "H", "H", "H"],
  "positions_angstrom": [[-4.596, -1.945, 3.526], [-4.880, -1.045, 1.843], [-5.168, -2.437, 0.489], [-6.503, -0.011, 1.884], [-3.307, -0.021, 1.285], [-2.724, 0.973, 2.449], [-3.636, 2.298, 2.763], [-3.206, 3.489, 2.017], [-3.622, 3.346, 0.333], [-5.173, 3.181, 0.367], [-2.820, 2.004, -0.319], [-3.546, 0.743, -0.184], [-4.782, -1.139, 4.377], [-5.366, -2.831, 3.675], [-3.487, -2.368, 3.553], [-4.323, -3.250, 0.484], [-6.201, -2.993, 0.631], [-5.189, -1.942, -0.595], [-6.796, 0.461, 0.831], [-6.557, 0.785, 2.762], [-7.385, -0.781, 2.120], [-2.466, -0.852, 1.115], [-1.622, 1.271, 2.145], [-2.693, 0.332, 3.456], [-3.459, 2.553, 3.916], [-4.771, 2.030, 2.671], [-4.683, 0.770, -0.456], [-3.054, -0.004, -0.976], [0.384, 0.487, -0.777], [1.123, 0.222, 0.414], [2.458, 0.442, 0.303], [3.040, 0.832, -0.697], [3.032, 0.154, 1.498], [4.446, 0.341, 1.530], [-0.670, 0.277, -0.575], [0.477, 1.539, -1.063], [0.715, -0.167, -1.590], [4.701, 1.388, 1.336], [4.939, -0.319, 0.809], [4.798, 0.081, 2.532], [-6.551, 1.558, -6.242], [-7.131, 2.191, -5.103], [-6.228, 2.673, -4.212], [-5.013, 2.604, -4.314], [-6.911, 3.244, -3.188], [-6.083, 3.798, -2.167], [-7.364, 1.212, -6.886], [-5.941, 2.268, -6.810], [-5.957, 0.690, -5.940], [-5.454, 4.597, -2.572], [-5.470, 3.019, -1.702], [-6.733, 4.227, -1.400], [5.122, -6.528, 0.126], [4.508, -5.294, -0.239], [5.373, -4.350, -0.688], [6.583, -4.480, -0.795], [4.660, -3.238, -0.997], [5.447, -2.154, -1.486], [4.338, -7.208, 0.469], [5.618, -6.983, -0.738], [5.832, -6.378, 0.946], [5.955, -2.434, -2.414], [6.169, -1.829, -0.730], [4.775, -1.318, -1.701], [-9.168, 1.641, -9.862], [-8.758, 0.278, -9.768], [-9.378, -0.553, -10.643], [-10.221, -0.229, -11.465], [-8.897, -1.806, -10.446], [-9.464, -2.794, -11.304], [-8.608, 2.214, -9.117], [-8.938, 2.046, -10.852], [-10.236, 1.739, -9.641], [-9.246, -2.566, -12.352], [-10.544, -2.874, -11.141], [-9.008, -3.757, -11.059], [9.428, 2.206, 3.544], [9.838, 0.843, 3.638], [9.218, 0.012, 2.763], [8.374, 0.335, 1.941], [9.699, -1.242, 2.960], [9.131, -2.230, 2.102], [9.987, 2.779, 4.289], [9.658, 2.611, 2.553], [8.360, 2.304, 3.765], [9.350, -2.002, 1.054], [8.052, -2.309, 2.265], [9.588, -3.193, 2.347], [7.748, 3.057, 10.116], [8.214, 1.736, 9.847], [8.734, 1.570, 8.605], [8.825, 2.431, 7.745], [9.136, 0.279, 8.486], [9.708, -0.043, 7.220], [7.353, 3.074, 11.136], [8.569, 3.777, 10.052], [6.939, 3.327, 9.430], [10.608, 0.553, 7.040], [8.978, 0.104, 6.418], [9.993, -1.099, 7.237]],
  "mulliken_charge": [-0.9465, 0.0864, -0.9340, -0.7994, 0.6768, -0.7024, -0.2224, -0.3604, 0.5606, -0.5291, -0.2353, -0.7955, 0.2603, 0.2896, 0.2777, 0.2672, 0.2764, 0.2566, 0.1937, 0.3048, 0.2987, 0.2234, 0.1725, 0.3687, 0.2832, 0.1282, 0.2894, 0.3410, -0.3628, -0.2955, 0.7835, -0.5665, -0.3173, -0.2717, -0.1900, 0.3225, 0.3607, 0.3046, -0.0163, 0.2346, -0.5552, -0.3221, 0.7678, -0.5623, -0.3462, -0.1190, 0.1318, 0.3002, 0.2952, 0.2907, -0.1350, 0.2563, -0.6056, -0.3153, 0.7964, -0.5648, -0.2579, -0.5570, 0.2207, 0.2850, 0.2805, 0.3226, 0.1733, 0.1996, -0.6313, -0.2227, 0.7208, -0.5393, -0.2964, -0.6131, 0.1659, 0.3038, 0.3288, 0.2859, 0.2858, 0.2190, -0.6456, -0.3197, 0.8018, -0.5576, -0.3172, -0.6190, 0.2203, 0.3216, 0.3010, 0.2923, 0.2739, 0.2477, -0.6038, -0.3181, 0.7534, -0.5464, -0.3107, -0.5288, 0.2182, 0.2849, 0.2873, 0.2829, 0.2132, 0.2653],
  "lumo_energy_ev": 0.49,
  "homo_ev": -10.296,
  "gap_ev": 10.7903
}

(3)
{
  "formula": "C14H10O5",
  "method": "wB97M-V/def2-TZVPD",
  "elements": ["C", "C", "C", "C", "C", "C", "C", "O", "O", "O", "O", "C", "O", "C", "C", "C", "C", "C", "C", "H", "H", "H", "H", "H", "H", "H", "H", "H", "H"],
  "positions_angstrom": [[-1.519, 3.497, 1.644], [-2.032, 4.675, 2.150], [-2.069, 4.830, 3.550], [-1.601, 3.822, 4.410], [-1.079, 2.622, 3.897], [-1.056, 2.498, 2.505], [-0.553, 1.317, 1.670], [-0.088, 0.296, 2.150], [-0.719, 1.621, 0.429], [1.273, -2.805, 1.636], [1.029, -2.316, 0.372], [1.436, -3.242, -0.535], [1.937, -4.321, -0.202], [1.271, -2.953, -2.014], [0.750, -1.824, -2.699], [0.728, -1.850, -4.110], [1.224, -2.992, -4.787], [1.739, -4.106, -4.089], [1.750, -4.060, -2.709], [-1.399, 3.172, 0.606], [-2.405, 5.478, 1.512], [-2.466, 5.744, 3.979], [-1.639, 3.962, 5.489], [-0.706, 1.814, 4.534], [0.373, -0.951, -2.156], [0.337, -1.007, -4.698], [1.216, -3.032, -5.881], [2.134, -5.011, -4.546], [2.133, -4.878, -2.107]],
  "mulliken_charge": [-0.5185, -0.5201, -0.3274, -0.4464, -0.3237, 0.2335, 0.6710, -0.5315, -0.2885, -0.1943, 0.0990, 0.6105, -0.5590, 0.0190, -0.1796, -0.5972, -0.2281, -0.5853, -0.4243, 0.5275, 0.3688, 0.3739, 0.3642, 0.4183, 0.5184, 0.3639, 0.3448, 0.3645, 0.4468],
  "lumo_energy_ev": [-3.34, -1.69],
  "homo_ev": [-9.745, -9.722],
  "gap_ev": [6.4062, 8.0298],
  "e_above_lowest_kcal_mol": 0.0
}

(4)
{
  "formula": "C3H2NO4S2",
  "method": "wB97M-V/def2-TZVPD",
  "elements": ["C", "C", "C", "N", "O", "O", "O", "O", "S", "S", "H", "H"],
  "positions_angstrom": [[1.937, -0.623, 0.194], [1.778, 0.701, 0.040], [-0.476, -0.281, 0.697], [0.939, -1.394, 0.573], [-1.869, -1.535, -1.238], [-0.331, 2.390, 0.608], [-2.269, 0.804, -0.886], [-3.115, -0.758, 0.708], [0.092, 1.124, 0.033], [-2.116, -0.536, -0.285], [2.847, -1.133, 0.115], [2.583, 1.242, -0.559]],
  "mulliken_charge": [-0.1185, -0.4426, -0.0023, -0.5295, -0.5641, -0.5681, -0.6929, -0.6353, 0.6911, 1.1568, 0.4525, 0.2530],
  "lumo_energy_ev": [1.71, 1.81],
  "homo_ev": [-5.433, -5.406],
  "gap_ev": [7.1386, 7.2151],
  "e_above_lowest_kcal_mol": 134.3,
  "charge": -1
}